Record 1
The following is a quantum chemistry calculation of an isolated molecule of C5H11NO, from the Open Molecules 2025 dataset.

Summary:
2S+1: 1
Highest occupied orbital energy, eV: -7.59
Net charge: 0
SMILES string: C=C(N)CCCO
Orbital gap, eV: 8.5

Element x y z (Å)
C -0.384 -1.243 -0.549
H 0.671 -2.459 -1.828
H 1.564 2.366 0.332
H 1.649 0.685 0.651
C -1.033 0.111 -0.278
O 0.397 1.575 1.807
C -0.470 -2.085 0.532
N 0.345 -1.439 -1.725
C -0.086 1.314 -0.480
H 0.307 1.182 -1.451
H 0.083 -1.036 -2.617
H -0.609 2.297 -0.535
H 0.298 -2.834 1.038
H -1.285 0.256 0.825
H 0.994 1.089 2.386
H -1.439 -1.963 1.058
C 0.966 1.531 0.579
H -1.783 0.127 -1.068


Record 2
The following is a quantum chemistry calculation of a cluster of 2 separate species, C2H6BrOP in total, from the Open Molecules 2025 dataset.

Summary:
2S+1: 1
Highest occupied orbital energy (alpha / beta), eV: -7.74 / -7.05
Net charge: 0
Orbital gap (alpha / beta), eV: 8.2 / 7.3

Element x y z (Å)
H 1.909 -1.354 0.239
H -2.634 -0.135 2.007
H 2.795 0.026 -0.849
P -1.956 -0.744 0.926
H 0.561 1.795 0.473
C -0.044 1.010 0.162
H -2.641 0.026 -0.163
H -0.341 0.828 -0.887
Br 1.199 -1.312 -2.253
C 1.897 -0.565 -0.711
O -0.746 0.425 1.056


Record 3
The following is a quantum chemistry calculation of an isolated molecule of C5H8N2, from the Open Molecules 2025 dataset.

Summary:
2S+1: 1
Highest occupied orbital energy, eV: -8.48
Net charge: 0
SMILES string: Cc1cnn(C)c1
Orbital gap, eV: 9.4

Element x y z (Å)
H -0.250 -1.500 -0.372
H 2.487 -1.014 -0.808
H -3.206 -0.465 0.627
C 0.640 1.523 0.354
N -0.672 1.756 0.256
C 1.008 0.207 0.075
C 2.359 -0.400 0.088
N -1.223 0.350 -0.001
H -3.113 -0.034 -1.098
C -2.539 -0.397 -0.242
H 2.494 -1.030 0.973
H 3.123 0.379 0.086
H -2.298 -1.457 -0.478
C -0.160 -0.454 -0.128
H 1.403 2.178 0.802


Record 4
The following is a quantum chemistry calculation of a structure of composition C29H28Br2FKN11O4S3Se2, from the Open Molecules 2025 dataset.

Summary:
2S+1: 1
Highest occupied orbital energy, eV: -4.61
Net charge: -1
Orbital gap, eV: 6.0

Element x y z (Å)
O -0.845 2.934 -5.502
Se 3.055 4.524 0.677
F -1.805 7.092 -2.312
H 1.096 -11.000 -0.594
H 5.431 1.617 0.823
N -4.852 -5.118 -0.548
C -0.804 3.912 -4.743
C 4.131 3.032 -1.751
N -5.162 -3.098 -1.744
C 3.514 -5.572 1.414
N -3.287 -2.099 -0.995
C 4.481 4.144 -0.741
N 1.301 -5.078 0.651
N -0.898 0.595 3.120
H 4.959 2.912 -2.483
C -1.962 1.334 3.558
N -0.685 3.794 -3.364
H -5.820 -5.230 -0.942
H 1.065 2.980 -2.444
S 4.749 -6.397 2.167
H 3.578 -8.202 1.648
C 3.253 6.458 0.783
C -4.723 3.444 1.869
H 5.305 -0.073 0.376
C 0.136 2.644 -2.925
Br -5.890 4.873 2.139
C -2.956 1.890 2.583
H 4.494 5.017 -1.396
Br -1.399 1.628 7.648
H 0.090 -9.128 -1.751
H 0.401 2.078 -3.816
C 2.790 -8.502 0.914
C -0.464 1.551 -1.916
H -5.579 2.951 -0.081
H 2.249 6.801 0.470
H 6.046 1.050 -0.817
H 5.458 3.925 -0.319
C 0.805 -8.905 -0.967
C 2.397 -9.814 0.616
H 3.503 6.777 1.807
O -1.711 1.451 -1.790
C -1.117 1.131 5.834
H -3.664 1.286 -0.472
H 3.240 3.344 -2.318
H -2.965 2.132 5.385
C -4.780 2.717 0.668
H -0.567 4.749 -1.523
C 1.708 -3.890 1.127
H 2.912 -10.638 1.099
O 0.464 0.823 -1.390
H 4.011 6.938 0.169
C -0.118 0.337 5.359
N -1.022 5.205 -5.232
H 0.610 -6.709 -0.939
H -4.494 -1.149 -2.458
N -3.068 1.216 1.456
C 5.289 0.941 -0.037
Se 3.554 1.262 -0.852
H 0.828 -0.449 3.580
C -3.880 1.668 0.490
N 2.349 -5.984 0.725
C -0.811 4.940 -2.572
C -0.038 0.117 3.978
C 2.130 -7.376 0.350
K -1.076 -0.469 0.400
O -2.140 7.273 -5.080
S 3.489 -3.837 1.286
C -1.354 6.086 -3.108
S 0.850 -2.539 1.656
C -2.114 1.579 4.940
C -4.330 -2.006 -1.840
C 1.443 -10.013 -0.374
H -4.635 -5.295 0.435
H -3.661 3.615 3.713
C 1.192 -7.614 -0.626
C -3.818 3.015 2.846
H 0.654 -0.061 5.993
C -1.553 6.309 -4.549
H -1.076 5.250 -6.240
N -4.482 -3.828 -0.848
N -3.402 -3.269 -0.354


Calculated total energy list, top to bottom, in eV: -8898.5160 -83545.3092 -8292.9849 -377434.2921
Energy above the lowest of the compared OMol25 structures with the same formula, charge and spin list, top to bottom, in eV: 3.1813 6.1028 2.0114 0.8515